{"formula": "C16H33CaN5O8P2S4", "method": "wB97M-V/def2-TZVPD", "species": ["Ca", "S", "S", "S", "S", "P", "P", "O", "O", "O", "O", "O", "O", "O", "O", "N", "N", "N", "N", "N", "C", "C", "C", "C", "C", "C", "C", "C", "C", "C", "C", "C", "C", "C", "C", "C", "H", "H", "H", "H", "H", "H", "H", "H", "H", "H", "H", "H", "H", "H", "H", "H", "H", "H", "H", "H", "H", "H", "H", "H", "H", "H", "H", "H", "H", "H", "H", "H", "H"], "xyz": [[-0.46, 0.12, 0.63], [2.44, 0.47, 1.44], [0.39, -2.13, -1.93], [2.45, -3.19, 0.77], [2.06, 0.65, -2.02], [-1.07, 2.73, -0.77], [-2.29, 2.33, 1.91], [-1.29, 1.23, 2.28], [-1.52, 1.77, -2.01], [-1.08, 4.13, -1.19], [-3.75, 1.75, 2.20], [-2.29, 2.28, 0.26], [-2.15, 3.67, 2.46], [-2.26, -0.92, -0.22], [0.14, 2.07, -0.15], [-0.03, -1.58, 4.63], [0.16, -0.55, 6.64], [-0.26, -1.72, 2.20], [-3.94, -2.42, -0.26], [-0.23, 0.77, 4.79], [3.65, -1.88, 0.43], [-3.47, -1.08, -2.26], [0.93, -3.80, -1.51], [3.68, -0.84, 1.54], [-4.65, -1.82, 0.88], [-5.18, 0.17, -0.73], [-0.16, -1.58, 3.34], [3.21, 1.65, 0.30], [-5.67, -0.79, 0.37], [-3.10, -1.52, -0.87], [1.49, -1.68, -3.30], [3.53, 1.19, -1.11], [-4.89, -0.48, -2.11], [2.67, -0.77, -2.96], [-0.04, -0.45, 5.30], [2.31, -3.94, -0.87], [-3.82, 0.81, 2.00], [-5.64, -1.25, -2.30], [-4.30, 0.73, -0.41], [3.08, -3.52, -1.53], [1.84, -2.60, -3.76], [0.88, -4.43, -2.40], [0.46, -1.45, 6.98], [2.54, -5.01, -0.78], [3.42, -1.32, -2.39], [3.35, -1.39, -0.50], [-3.88, -1.38, 1.52], [-4.60, -2.81, -0.93], [4.00, 2.03, -1.63], [-6.54, -1.34, -0.02], [-5.96, 0.92, -0.87], [3.56, -1.31, 2.52], [-0.31, 1.56, 5.41], [-0.61, 0.89, 3.82], [4.13, 2.01, 0.77], [-1.60, 2.32, -2.80], [3.13, -0.46, -3.90], [-6.03, -0.21, 1.21], [2.50, 2.48, 0.28], [4.65, -0.35, 1.56], [-2.75, -0.33, -2.56], [4.26, 0.38, -1.10], [4.65, -2.30, 0.30], [0.86, -1.18, -4.03], [-3.45, -1.91, -2.97], [-5.02, 0.28, -2.88], [-5.13, -2.61, 1.46], [0.18, -4.18, -0.82], [0.33, 0.26, 7.21]], "e_lumo_ev": 0.226, "gap_ev": 8.74, "total_energy_ha": -4458.74119, "max_force_ev_per_a": 1.5}

{"formula": "C16H33ClN3O4", "method": "wB97M-V/def2-TZVPD", "species": ["Cl", "O", "O", "O", "O", "N", "N", "N", "C", "C", "C", "C", "C", "C", "C", "C", "C", "C", "C", "C", "C", "C", "C", "C", "H", "H", "H", "H", "H", "H", "H", "H", "H", "H", "H", "H", "H", "H", "H", "H", "H", "H", "H", "H", "H", "H", "H", "H", "H", "H", "H", "H", "H", "H", "H", "H", "H"], "xyz": [[1.18, -1.50, 1.31], [-3.75, 2.92, 3.42], [1.10, 1.44, 3.30], [0.06, -6.08, -0.06], [1.63, -0.07, -1.02], [-2.01, -6.16, 0.81], [0.95, 1.26, 0.83], [-4.23, 5.09, 3.08], [3.86, 1.08, -3.34], [1.05, -0.47, -3.77], [1.80, 0.03, 0.46], [-3.29, 3.77, 1.23], [-0.88, -5.48, 0.45], [5.06, -1.14, -2.56], [2.04, -1.40, -1.51], [-4.33, 6.32, 2.34], [-1.21, 0.66, 2.54], [-0.84, -4.00, 0.70], [0.37, 1.13, 2.22], [1.95, 2.42, 0.74], [3.80, -0.55, -3.47], [-3.77, 3.88, 2.65], [-3.21, -5.65, 1.41], [2.35, -1.23, -3.12], [1.47, 3.47, 0.93], [-1.11, -0.18, 3.38], [-1.87, 1.54, 2.95], [-4.54, 5.08, 4.05], [-4.11, 4.00, 0.54], [2.94, -1.88, -0.90], [2.85, 2.20, 1.49], [-3.16, -4.57, 1.59], [-3.36, -6.17, 2.36], [0.77, -0.91, -4.84], [4.91, -0.83, -1.41], [3.46, 1.51, -2.33], [-1.96, -7.16, 0.60], [-1.64, -3.50, 0.14], [3.32, 1.63, -4.23], [0.12, -3.60, 0.37], [1.15, 0.69, -3.90], [6.06, -0.60, -2.89], [0.08, -0.64, -3.10], [-2.45, 4.45, 1.06], [4.08, -0.82, -4.60], [-2.96, 2.75, 1.03], [-3.98, 6.22, 1.31], [2.37, -2.34, -3.57], [-0.94, -3.80, 1.77], [-3.73, 7.08, 2.86], [1.16, -2.20, -1.44], [2.46, 2.38, -0.35], [-5.38, 6.63, 2.34], [5.01, 1.38, -3.45], [5.06, -2.30, -2.70], [-4.05, -5.87, 0.75], [-1.68, 0.13, 1.59]], "e_lumo_ev": 2.388, "gap_ev": 4.65, "total_energy_ha": -1554.67764, "max_force_ev_per_a": 7.0, "total_charge": -1}